Record 1
DFT (ωB97M-V/def2-TZVPD) results for a structure of composition C37H29N7O3PSeTi.

Each line ends with the Mulliken charge.
Atoms and positions in Å:
Ti1 -0.47 -0.79 -0.64  -1.01
O1 -2.69 2.81 0.41  -0.32
C1 -3.31 2.33 1.53  1.28
C2 -4.30 3.08 2.15  -1.12
C3 -4.95 2.61 3.27  -0.63
C4 -4.63 1.36 3.79  -0.92
C5 -3.66 0.61 3.18  -0.74
C6 -2.98 1.06 2.04  -0.20
C7 -1.95 0.20 1.46  0.95
O2 -1.26 0.62 0.44  0.20
N1 -1.77 -1.01 1.97  -1.80
N2 -0.81 -1.63 1.22  1.67
C8 -0.28 -2.74 1.59  -0.62
C9 0.74 -3.25 0.68  0.88
C10 1.49 -4.39 0.96  -1.07
C11 2.49 -4.76 0.07  -0.60
C12 2.71 -3.99 -1.06  -1.09
C13 1.91 -2.88 -1.28  -0.18
N3 0.94 -2.52 -0.45  1.25
H1 -3.01 3.71 0.26  0.31
H2 -4.56 4.05 1.74  0.43
H3 -5.71 3.22 3.74  0.44
H4 -5.14 0.99 4.67  0.45
H5 -3.40 -0.36 3.58  0.48
H6 -0.55 -3.23 2.51  0.45
H7 1.31 -4.95 1.86  0.57
H8 3.10 -5.63 0.28  0.46
H9 3.49 -4.24 -1.77  0.53
H10 2.06 -2.25 -2.15  0.23
O3 -0.28 -1.31 -3.71  -0.57
N4 0.21 -0.44 -2.74  0.50
C14 0.03 0.77 -3.11  -0.77
C15 0.46 2.01 -2.45  0.92
C16 0.21 3.15 -3.22  -0.99
C17 0.68 4.40 -2.85  -0.97
C18 1.45 4.51 -1.70  -0.82
C19 1.71 3.39 -0.92  -0.59
C20 1.20 2.15 -1.25  0.29
P1 1.57 0.71 -0.20  1.92
C21 1.48 1.16 1.55  0.87
C22 1.94 0.21 2.46  -0.66
C23 1.78 0.41 3.82  -0.98
C24 1.13 1.55 4.29  -0.76
C25 0.64 2.48 3.38  -0.68
C26 0.80 2.29 2.02  -0.89
C27 3.30 0.35 -0.62  1.36
C28 4.34 0.39 0.31  -0.71
C29 5.64 0.12 -0.08  -0.80
C30 5.92 -0.19 -1.40  -0.69
C31 4.90 -0.22 -2.33  -0.94
C32 3.60 0.05 -1.95  -0.60
H11 0.10 -2.18 -3.50  0.40
H12 -0.44 0.91 -4.08  0.44
H13 -0.34 3.05 -4.15  0.47
H14 0.48 5.26 -3.46  0.47
H15 1.86 5.47 -1.41  0.48
H16 2.33 3.50 -0.04  0.59
H17 2.44 -0.69 2.12  0.61
H18 2.16 -0.32 4.52  0.47
H19 1.01 1.70 5.35  0.45
H20 0.11 3.35 3.74  0.48
H21 0.37 3.00 1.33  0.37
H22 4.14 0.66 1.35  0.48
H23 6.43 0.16 0.66  0.47
H24 6.94 -0.40 -1.70  0.44
H25 5.12 -0.44 -3.37  0.48
H26 2.82 0.04 -2.70  0.40
Se1 -4.26 0.72 -2.19  0.33
N5 -5.18 -0.79 -2.19  -0.77
C33 -4.35 -1.78 -1.92  0.45
C34 -4.66 -3.16 -1.80  -0.54
C35 -3.64 -4.01 -1.48  -1.04
C36 -2.33 -3.50 -1.25  -0.04
N6 -1.99 -2.25 -1.36  0.36
C37 -2.99 -1.37 -1.72  0.69
N7 -2.71 -0.10 -1.84  -0.14
H27 -5.67 -3.50 -1.96  0.51
H28 -3.80 -5.07 -1.38  0.45
H29 -1.55 -4.20 -0.95  0.49

Calculated values
Expectation value of S²   0.76
Charge   +2
LUMO level (spin up / spin down)   -6.64 / -6.69 eV
Electronic energy   -153151.0383 eV
HOMO-LUMO gap (spin up / spin down)   6.5467 / 6.4808 eV
2S+1   2


Record 2
DFT (ωB97M-V/def2-TZVPD) results for a cluster of 2 separate species, C2H7NO3 in total.

Each line ends with the Mulliken charge.
Atoms and positions in Å:
N1 -0.27 -1.12 -0.45  -0.56
C1 0.88 -0.78 0.41  -0.43
C2 1.28 0.71 0.18  0.59
O1 2.35 0.88 -0.37  -0.57
O2 0.43 1.65 0.50  -0.55
H1 0.05 -1.45 -1.34  0.22
H2 -0.79 -1.88 -0.06  0.23
H3 1.77 -1.31 0.09  0.29
H4 0.76 -1.06 1.46  0.32
H5 -0.57 1.36 0.24  0.39
O3 -1.90 1.27 0.04  -0.67
H6 -1.90 1.37 -0.92  0.38
H7 -2.09 0.35 0.22  0.37

Calculated values
SMILES   NCC(=O)O.O
LUMO level   0.33 eV
Electronic energy   -9819.8486 eV
HOMO-LUMO gap   9.8415 eV


Record 3
DFT (ωB97M-V/def2-TZVPD) results for a cluster of 5 separate species, C2H12NO6 in total.

Each line ends with the Mulliken charge.
Atoms and positions in Å:
O1 -1.02 -0.50 1.00  -0.94
C1 -1.15 -0.11 -0.21  0.97
O2 -1.49 1.04 -0.54  -0.78
C2 -0.91 -1.15 -1.32  -0.74
N1 0.55 -1.29 -1.56  -0.64
H1 -1.29 -2.13 -1.06  0.33
H2 -1.39 -0.89 -2.27  0.36
H3 0.96 -1.55 -0.67  0.28
H4 0.96 -0.41 -1.84  0.26
H5 -0.98 0.92 2.14  0.41
H6 -1.37 2.23 1.65  0.31
O3 -0.79 1.87 2.33  -0.69
H7 -0.95 1.59 -2.14  0.37
H8 0.27 1.89 -2.95  0.29
O4 -0.67 2.13 -2.92  -0.69
H9 0.56 -0.07 1.53  0.34
H10 1.72 0.91 1.29  0.30
O5 1.54 -0.03 1.34  -0.75
H11 2.22 -1.65 1.61  0.41
H12 3.58 -1.84 1.05  0.28
O6 2.92 -2.35 1.55  -0.68

Calculated values
Charge   -1
LUMO level   3.55 eV
Electronic energy   -16046.8155 eV
HOMO-LUMO gap   8.9750 eV


Record 4
DFT (ωB97M-V/def2-TZVPD) results for a structure of composition C20H17BF7MnN2S.

Each line ends with the Mulliken charge.
Atoms and positions in Å:
Mn1 -2.54 0.01 0.51  0.13
C1 -2.24 0.54 2.07  -0.75
C2 -1.43 0.95 3.19  0.68
C3 -0.27 0.21 3.48  -0.29
C4 0.52 0.55 4.57  -0.58
C5 0.17 1.62 5.38  -0.39
C6 -0.97 2.36 5.10  -0.41
C7 -1.77 2.03 4.02  -0.49
H1 -0.02 -0.62 2.83  0.59
H2 1.42 -0.02 4.78  0.40
H3 0.79 1.88 6.24  0.35
H4 -1.24 3.20 5.73  0.36
H5 -2.66 2.60 3.79  0.42
F1 6.35 -0.57 -2.23  -0.27
C8 6.06 0.06 -1.08  0.93
F2 6.67 -0.62 -0.09  -0.28
F3 6.69 1.26 -1.15  -0.27
C9 4.59 0.20 -0.86  0.37
C10 3.74 0.38 -1.94  -0.76
C11 2.38 0.53 -1.74  -0.41
C12 1.84 0.49 -0.45  0.67
C13 2.71 0.31 0.63  -0.67
C14 4.07 0.16 0.43  -0.63
C15 0.43 0.61 -0.23  0.78
C16 -0.77 0.71 -0.04  -1.34
H6 4.15 0.40 -2.94  0.38
H7 1.71 0.65 -2.58  0.38
H8 2.29 0.28 1.63  0.44
H9 4.73 0.01 1.27  0.40
C17 -3.65 -2.25 -2.25  -1.03
N1 -3.07 -0.93 -2.34  0.33
C18 -2.24 -0.56 -3.48  -0.53
C19 -1.89 0.89 -3.16  -0.17
N2 -3.00 1.28 -2.28  -0.29
C20 -3.43 0.14 -1.61  0.25
S1 -4.64 0.18 -0.39  -0.46
H10 -2.86 -3.00 -2.24  0.33
H11 -4.31 -2.42 -3.11  0.31
H12 -4.22 -2.33 -1.33  0.30
H13 -2.82 -0.67 -4.40  0.33
H14 -1.36 -1.19 -3.52  0.27
H15 -1.85 1.52 -4.05  0.37
H16 -0.94 0.93 -2.63  -0.13
H17 -2.82 2.07 -1.68  0.31
F4 0.26 -2.84 0.48  -0.37
B1 -0.82 -2.78 -0.39  0.47
F5 -1.42 -4.03 -0.56  -0.35
F6 -0.48 -2.23 -1.63  -0.33
F7 -1.85 -1.92 0.23  -0.36

Calculated values
Expectation value of S²   0.87
Charge   -1
LUMO level (spin up / spin down)   2.70 / 2.71 eV
Electronic energy   -85854.3971 eV
HOMO-LUMO gap (spin up / spin down)   6.4950 / 7.5161 eV
2S+1   2